(1)
Density functional theory data (wB97M-V/def2-TZVPD) for the molecule C6H12N2.

The geometry in XYZ format:
```
20
Properties=species:S:1:pos:R:3:forces:R:3:mulliken_charge:R:1
C 0.9984 -0.9710 -0.2273 -0.04 0.20 -0.11 -0.87
C -1.3434 -0.4370 0.6117 -0.30 -0.21 -0.32 -0.07
C -0.4531 -1.3378 -0.2360 -0.05 0.23 0.21 -0.55
C -2.8234 -0.7226 0.3852 0.15 -0.11 0.15 -1.43
C 1.5306 0.2522 -0.0629 0.01 -0.55 -0.01 1.38
N 2.9028 0.4783 -0.3099 0.20 0.23 -0.10 -0.63
N 0.9953 2.4859 -0.4071 0.28 -0.05 -0.25 -0.28
C 0.7789 1.4411 0.3478 0.08 0.49 0.17 -0.85
H 1.6685 -1.7713 -0.5220 0.17 0.01 -0.06 0.21
H -1.0931 -0.5733 1.6645 0.07 0.13 0.04 0.29
H 3.3164 1.1404 0.3313 0.07 -0.08 0.05 0.23
H 3.4464 -0.3739 -0.3517 -0.03 0.10 0.04 0.24
H 0.5562 3.3650 -0.1792 0.04 -0.04 0.01 0.24
H 1.5980 2.4931 -1.2358 -0.10 -0.09 0.13 0.25
H -0.5542 -2.3733 0.1028 -0.06 -0.01 -0.06 0.31
H -0.8104 -1.3110 -1.2738 -0.05 -0.12 0.01 0.25
H -1.1192 0.6062 0.3692 -0.22 -0.18 0.20 0.24
H -3.1023 -0.5420 -0.6541 -0.03 -0.03 -0.02 0.34
H -3.4386 -0.0849 1.0186 -0.09 0.01 0.00 0.38
H -3.0537 -1.7639 0.6288 -0.08 0.04 -0.06 0.34
```
Positions in Å, forces in eV/Å.

Results
**Max |F|**: 0.0106 Eh/bohr
**Gap between HOMO and LUMO**: 0.3104 hartree
**Energy above the lowest of the compared OMol25 structures with the same formula, charge and spin**: 54.4 kcal per mole


(2)
Density functional theory data (wB97M-V/def2-TZVPD) for a cluster of 2 separate species, C6H12N2 in total.

The geometry in XYZ format:
```
20
Properties=species:S:1:pos:R:3:forces:R:3:mulliken_charge:R:1
C -0.3242 -0.3056 -2.2499 -1.07 -0.69 -0.12 -1.13
C 0.2726 -0.9511 -1.0235 -1.38 -0.12 1.55 0.61
C 1.4621 -1.1608 -0.3898 0.32 0.84 -0.34 -0.72
N 1.1908 -1.3786 0.9684 -0.37 -0.64 -0.93 -0.09
C -0.1692 -1.5029 1.0400 0.20 -0.67 0.21 -0.22
N -0.7435 -1.3052 -0.0952 0.02 0.94 -0.38 -0.48
H -0.2788 -0.9657 -3.1114 0.21 0.08 -0.30 0.32
H -0.0925 0.7171 -2.5452 0.83 -0.15 0.30 0.28
H -1.4050 -0.2445 -1.9896 0.67 -0.15 -0.25 0.38
H 2.4507 -1.1000 -0.8179 0.09 0.17 0.42 0.40
H 1.7875 -1.7843 1.6677 0.31 0.13 -0.17 0.24
H -0.6773 -1.8577 1.9297 0.17 0.25 -0.01 0.41
C -0.4768 2.2661 0.1758 0.63 2.70 -0.22 -0.60
C -0.9856 3.0362 1.4214 0.32 -2.72 0.36 -1.11
H 0.1781 1.4411 0.3824 -0.13 -0.60 0.19 0.16
H -1.2832 2.0575 -0.5214 -0.13 -0.51 0.24 0.25
H 0.1291 3.0100 -0.3559 0.28 -0.30 -0.29 0.33
H -1.3217 4.0358 1.2142 -0.83 0.03 -0.08 0.32
H -1.6362 2.2656 1.8672 -1.01 1.17 0.04 0.29
H -0.2775 3.1041 2.2372 0.88 0.25 -0.21 0.32
```
Positions in Å, forces in eV/Å.

Results
**Max |F|**: 0.0541 Eh/bohr
**Gap between HOMO and LUMO**: 0.3555 hartree
**Energy above the lowest of the compared OMol25 structures with the same formula, charge and spin**: 22.4 kcal per mole


(3)
Density functional theory data (wB97M-V/def2-TZVPD) for a cluster of 2 separate species, C6H12N2 in total.

The geometry in XYZ format:
```
20
Properties=species:S:1:pos:R:3:forces:R:3:mulliken_charge:R:1
C -0.1722 2.3580 0.5636 0.21 0.03 -0.10 -1.13
C 0.3542 1.2528 -0.2920 0.90 0.23 0.32 0.50
C 1.6714 1.0150 -0.5947 -0.08 -0.51 0.72 -0.48
N 1.6796 -0.1834 -1.2664 0.40 0.52 -0.57 -0.07
C 0.3816 -0.5494 -1.4590 1.04 -0.17 0.35 -0.26
N -0.4095 0.2831 -0.8510 -1.28 -0.19 -0.24 -0.49
H -0.9889 2.0657 1.2146 -0.26 -0.28 -0.19 0.28
H -0.5000 3.1711 -0.0783 -0.13 0.27 0.16 0.32
H 0.6114 2.7056 1.2385 0.08 0.19 -0.21 0.31
H 2.5964 1.4273 -0.2271 -0.09 0.27 -0.13 0.38
H 2.5172 -0.5339 -1.7048 -0.32 -0.31 -0.02 0.19
H 0.1593 -1.4853 -1.9409 -0.37 0.08 -0.14 0.43
C -1.8506 -1.9301 0.8418 0.03 0.07 1.17 -0.69
C -1.0110 -1.5763 2.0847 0.43 -0.09 -0.24 -0.75
H -2.6558 -2.5997 1.1464 -0.04 -0.06 -0.16 0.36
H -2.2785 -1.0043 0.4760 -0.08 -0.18 -0.53 0.23
H -1.2415 -2.4463 0.1090 -0.08 0.21 -0.35 0.12
H -0.5953 -0.5718 2.0360 -0.24 0.25 -0.10 0.14
H -1.5965 -1.6647 2.9976 0.09 0.02 0.09 0.33
H -0.1130 -2.1916 2.1618 -0.20 -0.35 0.19 0.26
```
Positions in Å, forces in eV/Å.

Results
**Max |F|**: 0.0256 Eh/bohr
**Gap between HOMO and LUMO**: 0.3490 hartree
**Energy above the lowest of the compared OMol25 structures with the same formula, charge and spin**: 5.4 kcal per mole


(4)
Density functional theory data (wB97M-V/def2-TZVPD) for a structure of composition C6H12N2.

The geometry in XYZ format:
```
20
Properties=species:S:1:pos:R:3:forces:R:3:mulliken_charge:R:1
C -1.2988 0.5306 0.1656 0.54 2.73 0.16 0.43
C -1.2402 1.8497 -0.0840 0.86 -1.88 -0.37 -1.02
C -2.3803 -0.4790 0.0275 1.59 -0.23 -0.46 -0.56
C -1.2666 -1.4376 0.4035 2.15 -3.66 -1.48 -0.40
C 1.3152 -0.0830 -1.1031 -0.94 0.27 -1.16 -0.88
C 2.0953 -0.1807 1.2392 0.92 -2.30 -3.87 -0.91
N -0.3960 -0.3487 0.7671 2.76 -0.70 0.39 -0.17
N 1.2189 -0.7595 0.1689 -3.12 1.35 1.71 -0.17
H -0.3255 2.3706 -0.1339 1.12 0.47 0.59 0.29
H -1.9561 2.2935 -0.6900 -1.76 0.70 -0.59 0.32
H -3.0959 -0.4431 0.7802 -1.47 0.24 1.17 0.27
H -2.7876 -0.5048 -0.9443 -0.67 -0.34 -1.06 0.28
H -1.4898 -2.2180 1.1772 0.34 0.73 -0.51 0.25
H -0.5728 -1.9477 -0.4444 -2.54 0.49 1.30 0.25
H 1.6102 0.9546 -0.9821 -0.56 0.57 -0.17 0.33
H 2.0514 -0.4597 -1.7959 0.82 -0.84 0.35 0.32
H 0.3854 -0.2321 -1.7648 0.96 0.54 1.42 0.28
H 3.0924 -0.1925 0.7439 -0.33 0.15 0.83 0.36
H 1.8209 0.7350 1.5695 -0.82 3.32 0.39 0.38
H 2.0487 -0.7739 2.0877 0.15 -1.62 1.36 0.33
```
Positions in Å, forces in eV/Å.

Results
**Max |F|**: 0.0893 Eh/bohr
**Gap between HOMO and LUMO**: 0.3343 hartree
**Energy above the lowest of the compared OMol25 structures with the same formula, charge and spin**: 113.7 kcal per mole


(5)
Density functional theory data (wB97M-V/def2-TZVPD) for the molecule C6H12N2.

The geometry in XYZ format:
```
20
Properties=species:S:1:pos:R:3:forces:R:3:mulliken_charge:R:1
C -0.9885 -1.9417 0.9303 -0.01 -0.08 -0.02 -1.20
C -0.4322 -1.4056 -0.1544 -0.14 -0.26 0.20 0.74
C -0.3918 -2.1732 -1.4471 -0.04 -0.02 0.09 -1.37
C 0.1697 -0.0679 -0.1607 0.10 0.42 0.13 0.83
C 1.3228 0.1854 -1.0967 -0.19 0.06 0.15 -1.50
C -0.3439 0.9064 0.6070 -0.10 -0.24 -0.17 -0.59
N 0.0510 2.2281 0.6225 0.47 0.28 -0.19 -0.06
N -0.3362 2.9703 1.7550 0.10 0.18 0.16 -0.63
H -0.9983 -1.4378 1.8805 0.10 0.13 0.21 0.31
H -1.4512 -2.9137 0.9034 -0.14 -0.17 -0.09 0.27
H -1.0734 -3.0190 -1.4060 -0.02 -0.06 -0.03 0.41
H -0.6730 -1.5335 -2.2813 -0.01 0.01 -0.14 0.30
H 0.6095 -2.5576 -1.6401 0.06 -0.01 -0.09 0.29
H 1.8889 -0.7265 -1.2674 0.10 0.00 -0.05 0.34
H 0.9755 0.5576 -2.0614 0.07 0.04 -0.13 0.28
H 2.0067 0.9264 -0.6825 0.12 0.03 -0.03 0.47
H -1.1971 0.7264 1.2418 -0.13 -0.04 0.02 0.40
H 0.9839 2.4092 0.2570 -0.27 0.01 0.22 0.25
H 0.3504 2.9254 2.5092 -0.08 -0.02 -0.26 0.20
H -0.4730 3.9414 1.4909 0.01 -0.25 0.03 0.24
```
Positions in Å, forces in eV/Å.

Results
**Max |F|**: 0.0113 Eh/bohr
**Gap between HOMO and LUMO**: 0.3068 hartree
**Energy above the lowest of the compared OMol25 structures with the same formula, charge and spin**: 43.5 kcal per mole


(6)
Density functional theory data (wB97M-V/def2-TZVPD) for a cluster of 2 separate species, C6H12N2 in total.

The geometry in XYZ format:
```
20
Properties=species:S:1:pos:R:3:forces:R:3:mulliken_charge:R:1
C -2.2234 0.1160 -0.2204 -0.07 -0.31 0.91 -1.02
C -1.1493 1.1092 0.0937 -0.30 -0.28 -0.78 0.77
C -0.0118 1.2793 -0.6390 0.31 0.27 0.04 -0.48
N 0.5869 2.4096 -0.1202 0.72 -0.21 0.21 -0.12
C -0.1633 2.8073 0.9234 -0.85 0.17 0.61 -0.27
N -1.2330 2.0632 1.0665 -0.13 0.15 0.07 -0.69
H -2.5955 0.2464 -1.2313 -0.03 -0.13 -0.10 0.29
H -3.0575 0.1874 0.4801 0.02 0.37 -0.09 0.33
H -1.8629 -0.9034 -0.0635 0.12 -0.03 -0.39 0.20
H 0.4491 0.6970 -1.4202 -0.14 0.14 -0.07 0.40
H 1.5437 2.6924 -0.2486 -0.08 0.04 -0.26 0.22
H 0.0192 3.6589 1.5635 0.37 -0.03 -0.25 0.42
C 1.5887 -2.2002 -0.6653 -0.07 0.40 -0.01 -0.86
C 0.8151 -1.8962 0.6178 0.63 -0.40 0.27 -0.43
H 1.2735 -1.5276 -1.4635 -0.29 -0.27 -0.22 0.22
H 2.6502 -1.9646 -0.5562 0.00 -0.34 0.13 0.26
H 1.4416 -3.2321 -0.9684 0.26 -0.05 -0.22 0.31
H 1.4618 -2.1090 1.4791 -0.09 0.51 -0.04 0.35
H -0.0173 -2.5737 0.7924 -0.35 0.14 -0.38 0.25
H 0.4841 -0.8599 0.5801 -0.03 -0.15 0.57 -0.15
```
Positions in Å, forces in eV/Å.

Results
**Max |F|**: 0.0206 Eh/bohr
**Gap between HOMO and LUMO**: 0.3495 hartree
**Energy above the lowest of the compared OMol25 structures with the same formula, charge and spin**: 6.0 kcal per mole


(7)
Density functional theory data (wB97M-V/def2-TZVPD) for the molecule C6H12N2.

The geometry in XYZ format:
```
20
Properties=species:S:1:pos:R:3:forces:R:3:mulliken_charge:R:1
C -0.9518 -0.3303 0.6571 0.08 1.43 0.13 -0.55
C -0.6532 1.1166 0.2512 -0.56 0.59 0.57 0.64
C -0.9386 -1.2728 -0.2536 -0.30 1.61 -0.21 0.24
C -0.6144 1.9160 1.5031 1.71 0.28 1.67 -1.60
C -0.9529 -2.6921 0.0742 2.05 0.52 1.50 -1.24
C 2.2649 0.3835 -1.5961 0.73 0.62 -2.10 -0.90
N 0.6284 1.2368 -0.4255 -2.57 0.59 1.66 -0.31
N 1.0889 0.1635 -0.8164 3.28 -0.02 -0.89 0.03
H -0.9590 -0.4359 1.7575 -0.33 -0.49 -0.77 0.20
H -1.3633 1.6508 -0.4092 -0.32 -0.95 0.14 0.16
H -0.7717 -0.8463 -1.2691 -0.38 -1.12 0.48 0.36
H -1.2181 1.5921 2.3134 -0.70 -1.18 0.61 0.44
H -1.0692 2.8200 1.3362 -0.42 2.81 -0.51 0.43
H 0.3978 2.0575 1.9665 -0.73 -0.11 -0.78 0.31
H 0.1507 -2.9091 0.2097 -1.04 -0.38 -0.29 0.23
H -1.2871 -3.1590 -0.8232 -0.84 -1.49 0.18 0.40
H -1.3754 -2.7664 1.1298 -0.10 -0.76 -1.80 0.30
H 2.9776 -0.4127 -1.4749 0.36 -0.17 -0.08 0.28
H 1.9329 0.4766 -2.6371 0.29 -0.59 -0.34 0.29
H 2.7136 1.4113 -1.4937 -0.21 -1.17 0.83 0.30
```
Positions in Å, forces in eV/Å.

Results
**Multiplicity**: 3
**Max |F|**: 0.0661 Eh/bohr
**Expectation value of S²**: 2.01
**Gap between HOMO and LUMO (alpha / beta)**: 0.2698 / 0.2797 hartree
**Energy above the lowest of the compared OMol25 structures with the same formula, charge and spin**: 24.6 kcal per mole


(8)
Density functional theory data (wB97M-V/def2-TZVPD) for a cluster of 2 separate species, C6H12N2 in total.

The geometry in XYZ format:
```
20
Properties=species:S:1:pos:R:3:forces:R:3:mulliken_charge:R:1
C -1.5417 -1.2272 1.1291 0.05 -0.96 1.03 -0.55
C -2.8842 -1.2477 0.4412 0.04 1.58 -2.28 -1.00
H -1.1940 -0.2671 1.5027 -0.69 0.29 -0.33 0.29
H -1.5435 -1.8356 2.0679 0.25 -0.15 -1.01 0.32
H -0.7961 -1.5220 0.3805 0.06 -0.49 0.53 0.14
H -2.7821 -0.5864 -0.4665 -0.16 -0.05 0.79 0.21
H -3.6899 -0.8166 1.0036 -0.40 -0.05 0.45 0.33
H -3.2233 -2.1330 -0.1026 0.32 -0.55 0.92 0.32
C 0.3273 2.1761 -1.1382 -0.37 1.13 -2.02 -1.04
C 1.2033 1.1934 -0.5414 -2.67 -1.30 1.61 0.49
C 2.3825 0.6073 -1.0149 3.34 -2.26 1.52 -0.16
C 1.7221 -0.3398 0.8641 0.92 -1.69 0.40 -0.07
N 0.7483 0.4490 0.5948 1.31 2.59 -1.24 -0.27
N 2.7426 -0.3617 -0.0848 -1.48 1.65 -2.02 -0.15
H 0.6159 3.2351 -0.9553 -0.21 -0.56 0.40 0.31
H -0.7371 1.9949 -1.0114 0.09 0.07 1.12 0.31
H 3.1985 0.7239 -1.7240 -0.95 0.72 -0.70 0.41
H 1.9092 -0.9955 1.7147 -0.82 0.20 0.03 0.42
H 3.1961 -1.2067 -0.4123 0.61 0.06 0.53 0.31
H 0.3462 2.1595 -2.2470 0.75 -0.23 0.25 0.37
```
Positions in Å, forces in eV/Å.

Results
**Total charge**: +1
**Multiplicity**: 2
**Max |F|**: 0.0839 Eh/bohr
**Expectation value of S²**: 0.76
**Gap between HOMO and LUMO (alpha / beta)**: 0.3508 / 0.2036 hartree
**Energy above the lowest of the compared OMol25 structures with the same formula, charge and spin**: 35.3 kcal per mole


- The lowest max |F| belongs to which entry?
  number 1